# C19H29FeN10O3S3

A molecular structure, C19H29FeN10O3S3 (ωB97M-V/def2-TZVPD, the Open Molecules 2025 dataset).

Geometry as XYZ:
```
65
Properties=species:S:1:pos:R:3:forces:R:3
Fe -0.3304 0.5539 -0.4117 -0.35 0.01 0.04
C 3.3089 -1.1075 1.4528 0.01 -0.01 -0.04
C 1.9362 -1.3372 0.9033 0.03 0.10 0.23
N 0.8604 -1.0703 1.5424 0.09 -0.18 0.19
N 1.0675 -0.4417 2.7540 -0.28 0.03 0.03
C 0.0316 -0.3389 3.6423 0.25 -0.25 -0.10
N 0.1615 0.7368 4.4500 -0.02 0.11 -0.01
S -1.1659 -1.4816 3.8179 -0.04 0.02 -0.02
C 1.7546 -1.7903 -0.4924 -0.04 0.03 -0.09
C 2.5806 -2.7309 -1.0927 0.05 -0.03 0.06
C 2.3528 -3.0768 -2.4119 -0.02 0.00 -0.04
C 1.3142 -2.4695 -3.0972 -0.01 0.00 0.00
C 0.5379 -1.5397 -2.4286 0.06 -0.03 0.11
N 0.7553 -1.2080 -1.1569 -0.05 0.00 -0.21
H 3.5074 -0.0327 1.4688 -0.04 -0.01 0.02
H 4.0744 -1.5805 0.8413 -0.01 -0.01 0.00
H 3.3667 -1.4691 2.4805 0.00 -0.01 0.00
H 1.6400 0.4130 2.6712 0.09 0.02 -0.02
H 0.5925 1.5595 4.0371 -0.01 -0.03 0.02
H -0.6199 0.8931 5.0623 -0.02 0.02 -0.02
H 3.3808 -3.1906 -0.5287 0.00 0.01 0.00
H 2.9868 -3.8040 -2.9028 0.00 0.00 0.00
H 1.1206 -2.6862 -4.1379 0.00 0.00 0.00
H -0.2685 -1.0074 -2.9138 -0.02 0.01 -0.03
C 6.5942 1.1609 -1.4563 -0.01 -0.01 -0.01
C 5.8603 2.4204 -1.0059 -0.04 0.00 -0.04
C 4.9939 2.1501 0.2158 -0.01 0.00 0.01
C 5.0529 3.0546 -2.1425 0.02 0.01 -0.02
N 3.9915 2.2156 -2.6785 -0.02 -0.09 0.07
C 2.6735 2.2315 -2.4406 -0.02 0.10 0.00
N 2.1088 1.2972 -3.1664 0.01 -0.21 0.01
N 3.1127 0.6905 -3.8351 0.10 0.17 -0.03
N 4.2445 1.2337 -3.5590 -0.03 -0.03 -0.01
H 7.2572 0.8092 -0.6638 0.00 0.01 0.01
H 7.1900 1.3367 -2.3546 0.00 -0.01 0.01
H 5.8859 0.3626 -1.6841 0.01 0.01 -0.01
H 6.6071 3.1803 -0.7460 0.01 -0.01 0.00
H 4.1950 1.4457 -0.0223 -0.02 -0.01 -0.03
H 4.5109 3.0517 0.5916 -0.02 0.02 0.00
H 5.5937 1.7198 1.0206 -0.01 0.00 0.00
H 5.7095 3.2976 -2.9786 -0.01 0.02 -0.01
H 4.5773 3.9722 -1.7955 -0.01 -0.02 0.02
H 2.1930 2.8992 -1.7405 0.00 -0.02 -0.01
N -1.2878 -3.0270 0.6784 -0.05 0.06 0.07
C -2.3672 -2.5607 -0.0264 0.02 -0.01 -0.03
C -3.4605 -3.4020 -0.2990 -0.06 -0.03 -0.03
C -4.5127 -2.9126 -1.0354 0.01 -0.02 0.01
C -4.4678 -1.6020 -1.5016 0.03 0.01 0.01
C -3.3490 -0.8517 -1.1953 -0.03 0.06 -0.03
N -2.3175 -1.3023 -0.4770 0.10 0.08 0.09
H -1.5048 -3.7668 1.3278 0.01 -0.02 -0.03
H -0.7459 -2.2929 1.1301 0.05 0.00 -0.05
H -3.4588 -4.4190 0.0725 0.01 0.01 0.01
H -5.3669 -3.5450 -1.2468 0.00 0.00 0.00
H -5.2723 -1.1750 -2.0833 0.01 0.01 0.00
H -3.2520 0.1697 -1.5410 -0.01 -0.03 0.02
C -1.2165 1.4763 -2.0376 0.00 0.23 -0.08
H -2.1640 1.9549 -1.7578 0.01 -0.01 0.01
H -1.3864 0.9296 -2.9726 0.00 -0.07 0.02
H -0.5349 2.2999 -2.2861 0.00 -0.02 -0.02
O 2.1086 2.0694 2.3227 0.02 0.08 0.01
S 1.4009 2.4230 1.0696 0.01 0.08 -0.13
O 1.5905 1.2985 0.0768 0.17 0.20 0.09
O 1.8732 3.6809 0.5098 -0.04 -0.11 0.02
S -0.5966 2.3923 1.3947 0.09 -0.21 -0.07
```
Forces are in eV/Å.

Values from the calculation:
- Electronic energy: -3973.087616 Ha
- Total charge: -1
- Multiplicity: 5

These are the Mulliken partial charges, in e, on atoms 1 to 8: 0.245, -1.675, 0.408, -0.020, -0.251, 0.169, -0.403, -0.446